{
  "formula": "C4H7N2",
  "method": "ωB97M-V with the def2-TZVPD basis set",
  "e_homo_ev": -14.9,
  "e_lumo_ev": -5.191,
  "total_charge": 1,
  "fmax_ha_per_bohr": 0.0982,
  "e_tot_ev": -7228.6454,
  "orbital_gap_ev": 9.74,
  "e_above_lowest_ev": 7.093,
  "species": ["C", "C", "C", "C", "N", "N", "H", "H", "H", "H", "H", "H", "H"],
  "coordinates": [[2.0670, -0.9471, -0.1748], [1.7110, 0.1202, -0.8805], [1.3685, 1.1238, 0.2689], [-2.4083, 0.0663, -0.5821], [-1.5522, -0.4098, 0.1891], [1.2362, -0.2657, 0.7107], [2.4589, -1.9916, -0.2646], [2.1844, 1.5575, 0.6634], [0.3663, 1.5448, 0.1697], [-2.0941, 0.5909, -1.3755], [-3.4255, 0.0813, -0.4737], [-2.0759, -0.8611, 0.9217], [0.1638, -0.6096, 0.8277]],
  "atomic_forces_ev_per_a": [[0.79, -0.97, -0.95], [0.04, 0.62, 0.09], [-2.98, -3.53, -2.03], [0.89, -0.02, 0.59], [0.43, -0.91, 1.29], [-2.46, -0.79, 1.58], [-0.50, 1.30, 0.40], [2.50, 1.91, 1.19], [0.59, 0.66, 0.19], [1.32, 1.86, -3.17], [-2.66, -0.57, 0.74], [0.09, -0.48, 0.81], [1.96, 0.92, -0.75]]
}

***

{
  "formula": "C14H20N2O3PtS",
  "method": "ωB97M-V with the def2-TZVPD basis set",
  "e_homo_ev": [-6.5, -8.6],
  "e_lumo_ev": [-1.011, -1.150],
  "s_squared": 2.01,
  "total_charge": 0,
  "multiplicity": 3,
  "fmax_ha_per_bohr": 0.0517,
  "e_tot_ev": -38044.1817,
  "orbital_gap_ev": [5.46, 7.47],
  "e_above_lowest_ev": 0.000,
  "species": ["C", "C", "H", "H", "H", "H", "H", "H", "C", "C", "C", "C", "H", "H", "H", "H", "N", "C", "C", "N", "C", "C", "C", "H", "H", "C", "H", "H", "Pt", "C", "H", "H", "H", "C", "S", "O", "O", "O", "H", "H", "H"],
  "coordinates": [[-5.4654, -0.0521, 0.4695], [-5.4791, 1.2429, -0.3387], [-5.6565, -0.9162, -0.1706], [-6.2500, -0.0364, 1.2299], [-4.5122, -0.2107, 0.9777], [-4.6177, 1.3195, -1.0049], [-6.3797, 1.3018, -0.9555], [-5.4791, 2.1193, 0.3135], [0.9436, -2.9434, 0.3167], [1.6942, -4.0831, 0.0541], [2.8177, -4.0151, -0.7795], [3.1528, -2.7957, -1.3711], [0.0477, -2.8887, 0.9391], [1.3803, -5.0268, 0.5064], [3.4309, -4.9007, -0.9717], [3.9996, -2.6605, -2.0409], [1.2951, -1.7712, -0.2314], [2.3482, -1.6849, -1.0863], [2.5032, -0.3621, -1.6298], [1.5379, 0.4933, -1.1848], [1.4923, 1.7730, -1.5753], [3.4887, 1.4317, -2.8864], [2.4697, 2.2734, -2.4150], [0.6430, 2.3256, -1.1765], [2.4130, 3.3177, -2.6821], [3.4990, 0.0979, -2.5013], [4.2614, -0.6000, -2.8220], [4.2693, 1.8321, -3.5336], [0.1208, -0.0874, 0.1564], [-1.2064, 1.3158, 0.1323], [-1.5576, 1.4354, -0.9062], [-0.8150, 2.2771, 0.4996], [-2.0410, 0.9733, 0.7698], [0.1884, 2.1101, 3.2704], [0.1442, 0.3079, 3.3068], [0.8918, -0.1280, 4.4639], [-1.2204, -0.1541, 3.1090], [1.0099, -0.0855, 2.0278], [0.3459, 2.5763, 4.2522], [-0.7329, 2.5072, 2.8526], [1.0244, 2.3712, 2.6158]],
  "atomic_forces_ev_per_a": [[-0.08, 0.02, 0.00], [-0.10, 0.01, -0.01], [0.08, 0.02, 0.02], [0.06, -0.03, -0.02], [-0.05, 0.04, -0.03], [-0.01, -0.03, 0.05], [0.05, 0.02, 0.03], [0.08, -0.05, -0.03], [0.74, 0.31, -0.50], [-0.11, -0.42, 0.15], [-0.02, 0.28, -0.03], [-0.49, 0.28, 0.26], [0.43, -0.34, -0.07], [0.23, 0.29, -0.18], [-0.32, 0.32, 0.10], [-0.15, -0.30, 0.19], [0.68, -1.62, -0.28], [-0.40, -1.51, 1.07], [-0.39, 2.12, -0.29], [1.85, 0.84, -1.21], [0.61, -0.65, -0.28], [-0.24, 0.17, 0.22], [0.03, -0.01, -0.14], [0.39, 0.15, -0.21], [0.18, 0.04, -0.15], [-0.44, -0.17, 0.35], [0.04, 0.18, -0.14], [-0.24, -0.16, 0.15], [-0.91, -2.09, -0.14], [-1.70, 1.65, 0.38], [-0.17, 0.15, 0.22], [-0.38, -0.01, -0.09], [0.07, 0.49, -0.25], [0.14, 0.30, -0.08], [1.11, -0.89, -1.48], [-0.55, 0.25, -0.34], [0.73, 0.44, 0.36], [-0.56, 0.72, 2.50], [-0.03, -0.60, -0.14], [-0.07, -0.21, -0.11], [-0.13, -0.02, 0.15]]
}

***

{
  "formula": "C4H12S",
  "method": "ωB97M-V with the def2-TZVPD basis set",
  "e_homo_ev": -8.5,
  "e_lumo_ev": 1.103,
  "total_charge": 0,
  "smiles": "CSC.CC",
  "fmax_ha_per_bohr": 0.0288,
  "e_tot_ev": -15177.1896,
  "orbital_gap_ev": 9.58,
  "e_above_lowest_ev": 0.516,
  "species": ["C", "S", "C", "H", "H", "H", "H", "H", "H", "C", "C", "H", "H", "H", "H", "H", "H"],
  "coordinates": [[1.3129, -2.2993, 1.0231], [1.0622, -1.2456, -0.5084], [1.5445, -2.3993, -1.8029], [1.8935, -3.1573, 0.7153], [1.7977, -1.6763, 1.7657], [0.3397, -2.6231, 1.3822], [1.7882, -3.3944, -1.4397], [2.4144, -1.9871, -2.2999], [0.6798, -2.5977, -2.4332], [-1.2269, 2.3348, 0.9951], [-2.0081, 3.0541, -0.0983], [-1.0697, 2.9319, 1.8977], [-1.7663, 1.4733, 1.4009], [-0.2464, 1.9650, 0.7059], [-2.7952, 2.4191, -0.4940], [-1.3999, 3.1588, -1.0073], [-2.3202, 4.0430, 0.1978]],
  "atomic_forces_ev_per_a": [[-0.66, 0.79, -1.03], [0.11, -0.51, 1.11], [-0.32, -0.40, 0.03], [0.29, -0.05, 0.24], [0.19, -0.17, 0.08], [0.03, -0.05, 0.08], [0.25, 0.10, 0.44], [-0.13, -0.11, -0.47], [0.23, 0.42, -0.46], [-0.07, -0.38, 1.04], [0.93, -0.64, -0.96], [0.06, 0.33, -0.26], [-0.06, -0.05, -0.31], [0.02, 0.05, -0.28], [-0.61, 0.25, 0.42], [0.21, 0.32, 0.33], [-0.47, 0.11, 0.02]]
}

***

{
  "formula": "C30H36AsCl5GeN3O3S2Sr",
  "method": "ωB97M-V with the def2-TZVPD basis set",
  "e_homo_ev": [-6.3, -8.1],
  "e_lumo_ev": [-0.103, -0.138],
  "s_squared": 0.78,
  "total_charge": 0,
  "multiplicity": 2,
  "fmax_ha_per_bohr": 0.0150,
  "e_tot_ev": -244785.8235,
  "orbital_gap_ev": [6.16, 7.94],
  "species": ["Sr", "O", "C", "N", "C", "O", "C", "C", "C", "C", "C", "N", "C", "C", "C", "C", "C", "N", "H", "H", "H", "H", "H", "H", "H", "H", "Cl", "C", "Cl", "H", "H", "C", "C", "C", "C", "C", "C", "C", "C", "C", "C", "H", "H", "H", "H", "H", "H", "H", "Cl", "Ge", "Cl", "Cl", "C", "As", "C", "C", "S", "H", "H", "H", "H", "H", "H", "H", "H", "H", "C", "C", "S", "O", "C", "C", "H", "H", "H", "H", "H", "H", "H", "H", "H", "H"],
  "coordinates": [[0.2816, -1.5023, -1.1773], [-2.9411, 0.2544, 0.9361], [-1.7304, 0.3956, 0.8732], [-0.9949, 0.4700, -0.3047], [-1.6831, 0.9036, -1.4020], [-2.7515, 1.5008, -1.4031], [-1.0642, 0.7722, -2.8180], [-1.8422, 1.3004, -3.8484], [-1.3629, 1.2665, -5.1428], [-0.1178, 0.7102, -5.3898], [0.5841, 0.1874, -4.3243], [0.1245, 0.2216, -3.0709], [-1.0402, 0.4637, 2.2130], [-1.7962, 1.0070, 3.2381], [-1.4748, 0.8661, 4.5776], [-0.4033, -0.0105, 4.9004], [0.3491, -0.5399, 3.9161], [0.1385, -0.2513, 2.5552], [-2.8080, 1.7150, -3.6088], [-1.9587, 1.6628, -5.9549], [0.2907, 0.6530, -6.3888], [1.5505, -0.2784, -4.4693], [-2.7025, 1.5190, 2.9453], [-2.0668, 1.3382, 5.3471], [-0.1738, -0.2720, 5.9243], [1.1939, -1.1867, 4.1081], [2.5888, -3.8941, -1.6059], [3.4124, -2.8848, -2.8117], [3.3260, -1.1657, -2.3634], [2.9014, -3.0253, -3.7590], [4.4545, -3.1754, -2.8506], [3.8200, 3.2403, 1.9914], [2.5129, 3.2804, 2.5219], [1.7033, 2.1830, 2.4636], [2.1727, 0.9815, 1.8824], [1.3885, -0.2032, 1.8440], [1.9242, -1.3842, 1.3973], [3.2639, -1.4432, 0.9537], [4.0256, -0.3122, 0.9437], [3.5020, 0.9221, 1.3987], [4.3024, 2.0892, 1.4440], [4.4406, 4.1264, 2.0278], [2.1522, 4.1930, 2.9809], [0.7007, 2.2206, 2.8688], [1.3212, -2.2868, 1.4669], [3.6750, -2.3880, 0.6262], [5.0536, -0.3457, 0.6030], [5.3085, 2.0452, 1.0451], [-1.1149, -5.6462, -3.3898], [-0.5643, -3.4997, -3.5560], [-2.3290, -2.7009, -4.6631], [0.9422, -3.5790, -5.2492], [-0.7729, 4.3929, -2.5288], [0.4745, 4.1826, -1.0733], [-0.6818, 4.0151, 0.4610], [1.2810, 5.9298, -0.9070], [1.8886, 2.6770, -1.2884], [-1.3389, 5.3140, -2.3883], [-1.4563, 3.5470, -2.5330], [-0.2160, 4.4325, -3.4631], [-1.3790, 4.8517, 0.4934], [-0.0748, 3.9906, 1.3617], [-1.2265, 3.0764, 0.3641], [0.5205, 6.6850, -0.7109], [1.8019, 6.1533, -1.8359], [2.0026, 5.8985, -0.0932], [-3.3282, -2.9033, 3.1153], [-2.0089, -3.3059, 2.4699], [-2.0844, -3.0840, 0.6898], [-0.6756, -3.3602, 0.1791], [-3.0552, -4.5112, 0.1724], [-2.3894, -5.8452, 0.4622], [-3.2083, -2.8466, 4.1966], [-4.1197, -3.6233, 2.9054], [-3.6417, -1.9200, 2.7592], [-1.6975, -4.3275, 2.6868], [-1.2077, -2.6247, 2.7654], [-3.1822, -4.3533, -0.9005], [-4.0346, -4.3964, 0.6412], [-1.3375, -5.8102, 0.1799], [-2.8620, -6.6238, -0.1348], [-2.4748, -6.1246, 1.5122]],
  "atomic_forces_ev_per_a": [[0.73, -0.11, 0.24], [-0.05, 0.05, -0.04], [-0.05, -0.02, -0.10], [0.05, -0.56, -0.02], [-0.29, 0.50, -0.20], [0.16, 0.13, 0.22], [-0.26, 0.19, -0.23], [0.08, -0.10, -0.04], [0.03, -0.01, -0.03], [-0.03, 0.00, -0.06], [-0.01, 0.05, 0.13], [-0.10, -0.33, 0.40], [0.02, -0.13, -0.03], [-0.02, -0.02, 0.05], [0.01, -0.02, -0.02], [-0.03, 0.01, 0.01], [0.01, 0.01, -0.04], [-0.01, 0.08, 0.03], [-0.01, 0.00, 0.02], [0.00, -0.01, 0.00], [0.01, 0.00, 0.01], [-0.01, -0.03, 0.00], [0.01, 0.00, -0.01], [0.01, 0.00, 0.00], [-0.01, 0.00, 0.00], [0.00, 0.00, -0.01], [-0.05, -0.03, 0.03], [0.03, -0.01, -0.03], [-0.08, -0.02, -0.17], [-0.01, 0.01, -0.01], [0.01, 0.00, 0.03], [0.02, -0.01, -0.01], [-0.01, -0.01, -0.01], [-0.01, 0.05, 0.01], [0.00, 0.00, -0.03], [-0.02, -0.09, 0.01], [-0.07, -0.02, 0.02], [-0.01, 0.06, -0.05], [0.00, 0.02, -0.01], [-0.02, -0.01, 0.01], [0.00, 0.01, 0.02], [0.00, -0.01, 0.00], [-0.01, 0.00, 0.00], [0.00, -0.01, 0.01], [0.04, -0.02, 0.03], [0.00, 0.00, 0.01], [-0.01, 0.00, 0.00], [-0.01, 0.00, 0.00], [-0.01, -0.04, 0.00], [-0.02, 0.23, 0.07], [-0.03, -0.01, -0.05], [0.01, -0.04, -0.05], [0.03, 0.04, -0.04], [-0.08, -0.02, 0.08], [0.01, -0.06, -0.01], [0.01, -0.02, 0.02], [0.05, 0.02, -0.11], [0.02, 0.01, 0.01], [0.01, 0.00, 0.01], [-0.03, -0.03, -0.01], [-0.01, 0.00, -0.02], [0.01, 0.01, 0.02], [-0.02, 0.04, 0.00], [0.00, 0.00, 0.00], [0.01, 0.01, 0.00], [0.00, 0.00, 0.01], [-0.01, 0.00, -0.01], [0.00, 0.07, -0.01], [-0.24, 0.01, -0.09], [0.17, 0.20, 0.05], [0.06, -0.03, 0.02], [-0.01, 0.01, -0.02], [0.02, -0.02, 0.00], [0.00, 0.01, -0.01], [0.00, 0.00, 0.00], [0.01, 0.00, 0.00], [-0.01, -0.01, 0.02], [0.02, -0.01, -0.01], [0.00, 0.00, -0.01], [0.00, -0.01, 0.00], [-0.02, 0.01, 0.01], [0.02, 0.00, 0.00]]
}